2 unconnected molecules or ions with the total composition BH4NO in a non-equilibrium geometry, computed with ωB97M-V/def2-TZVPD.

Computed properties:
Spin multiplicity: 1
M (g mol⁻¹): 44.9
Lowest unoccupied orbital energy (alpha / beta) (eV): 0.2 / -0.1

Geometry as XYZ:
```
7
BH4NO (ωB97M-V/def2-TZVPD)
H 0.67 -1.15 -1.45
N -0.50 0.10 1.65
H -0.19 1.74 -1.45
H -0.85 -0.87 1.51
B 0.44 0.06 -1.26
H 0.40 0.01 2.08
O 0.20 1.06 -2.06
```

Atom charges from the Mulliken analysis, given in e for atoms 1 to 2: number 1, H, carries 0.006; number 2, N, carries -0.525

2 unconnected molecules or ions with the total composition C5H10O2, computed with ωB97M-V/def2-TZVPD.

Computed properties:
Spin multiplicity: 1
M (g mol⁻¹): 102.1
Lowest unoccupied orbital energy (alpha / beta) (eV): -0.7 / 0.0

Geometry as XYZ:
```
17
C5H10O2 (ωB97M-V/def2-TZVPD)
H 2.04 -1.15 0.13
H -1.83 -0.74 -0.47
H -1.95 1.53 1.17
H -0.17 -2.45 -0.50
C -0.84 -0.37 -0.76
H 1.17 -1.57 1.24
C -0.27 0.68 0.18
H -0.56 2.62 1.04
H 0.77 -1.57 -1.78
H -1.59 2.31 -0.39
C 1.20 0.56 0.12
C -1.14 1.86 0.51
H 1.81 1.46 0.30
H -0.91 0.12 -1.74
O 1.67 -1.99 0.51
C 0.16 -1.49 -0.89
O 0.43 0.20 1.32
```

Atom charges from the Mulliken analysis, given in e for atoms 1 to 2: number 1, H, carries 0.401; number 2, H, carries 0.344

A molecular structure, C51H51AsMnN5Sb in a non-equilibrium geometry, computed with ωB97M-V/def2-TZVPD.

Computed properties:
Net charge: +2
Spin multiplicity: 2
M (g mol⁻¹): 985.6
Lowest unoccupied orbital energy (alpha / beta) (eV): -5.6 / -5.8

Geometry as XYZ:
```
110
C51H51AsMnN5Sb (ωB97M-V/def2-TZVPD)
H -3.10 2.75 0.53
H -3.30 -2.45 -0.30
C 1.60 1.35 4.58
H -2.86 -4.21 4.33
H -3.09 -1.60 -6.26
C 3.13 -1.27 -2.69
H -3.57 -0.82 6.85
C 3.56 1.08 1.23
H 1.83 4.46 5.91
C -0.99 3.04 0.92
H -1.92 0.49 5.58
N 1.55 0.05 0.57
N -2.43 -0.97 0.94
H -0.51 4.55 5.14
C 1.66 -3.58 -0.35
C 4.20 -0.15 1.11
H 0.53 -2.61 -4.39
H 4.93 -1.91 5.16
H -2.23 3.42 -0.82
H -1.93 -1.51 -4.09
C 0.08 3.66 4.96
H -4.05 -3.16 6.23
H 2.89 3.69 1.57
Mn -0.38 0.12 0.43
H -1.23 -2.91 3.03
H 2.18 -4.40 -4.73
C 3.02 4.22 -3.20
C -0.61 0.10 -4.67
H 3.58 5.14 -3.29
H 3.43 -0.38 -2.16
H 1.47 -3.75 -1.42
C -2.42 -2.32 0.33
H -1.32 3.07 1.96
H 4.11 1.96 1.56
C -3.33 -2.59 5.66
H 3.99 -2.23 0.62
H -2.51 -3.06 1.14
H -0.62 4.04 0.68
C 1.40 3.60 5.40
C 2.76 1.89 -3.73
C -2.67 -3.18 4.59
C 2.16 2.46 5.22
C -2.16 2.68 -0.02
H 5.08 -2.16 -2.52
H -1.51 2.61 3.98
C 1.13 3.01 -2.37
H -0.94 -3.69 -0.48
C 1.93 -2.23 3.62
C 3.96 -1.63 4.75
H 5.26 -0.23 1.34
H 1.14 -4.35 0.22
C 2.44 -3.53 -4.15
H 1.54 4.42 0.72
H 1.37 3.97 2.42
C 1.84 -1.39 -3.20
Sb 0.38 0.10 -2.80
C 1.57 1.84 -2.99
As -0.18 -0.17 3.13
C -3.06 -1.27 6.01
C -3.57 -0.13 0.58
C 2.14 -1.14 0.44
H 3.12 1.00 -4.23
C 3.50 -1.28 0.71
H 0.53 1.71 -5.55
H 4.13 0.40 5.41
C -0.48 2.57 4.31
N -0.05 -1.82 -0.01
N -2.03 1.33 -0.61
C -1.94 0.01 -7.11
C 1.17 -2.22 0.02
C -1.75 -2.44 3.86
H 3.51 -3.61 4.07
H -1.31 -2.33 -1.53
C 2.26 0.04 4.40
C 1.51 -2.52 -3.95
C 0.29 1.43 4.11
C -0.93 0.93 -6.91
H 1.30 -2.99 3.15
C 3.72 -3.41 -3.62
H 0.20 3.00 -1.80
C 1.49 -0.92 3.74
C -1.48 -1.12 4.21
H -2.45 -1.10 1.94
C 4.07 -2.27 -2.90
C 3.48 3.07 -3.82
C -0.26 0.98 -5.69
H 2.73 -3.69 -0.19
C 1.84 4.19 -2.48
C 1.81 3.68 1.47
C 1.30 2.33 1.06
H 4.46 -4.19 -3.80
C -1.63 -0.82 -4.88
N 0.07 2.05 0.83
C -1.16 -2.62 -0.49
C -2.30 -0.87 -6.10
H 1.47 5.10 -2.01
H -4.13 1.22 -1.01
H -0.66 1.62 -7.70
C 2.21 1.15 0.95
H -4.51 -0.69 0.51
H -1.67 1.44 -1.55
H 4.40 3.09 -4.40
C 3.17 -2.59 4.14
C -3.29 0.58 -0.73
H -3.16 -0.16 -1.52
H -3.70 0.61 1.38
H -2.46 -0.03 -8.06
C 3.52 -0.32 4.89
H 3.17 2.42 5.60
C -2.13 -0.53 5.29
```

Atom charges from the Mulliken analysis, given in e for atoms 1 to 2: number 1, H, carries 0.564; number 2, H, carries 0.528

Energy relative to the best compared isomer or geometry (same formula, charge and spin)? In order: 128.1, 160.5, 2.9 kcal per mole.